# C2H6N2OS

A single C2H6N2OS molecule at a distorted geometry (ωB97M-V/def2-TZVPD, the OMol25 dataset).

The calculation puts the max |F| at 3.92 eV/Å. The value obtained for the frontier orbital gap is 10.4 eV. The total energy is -18031.09928 eV. The HOMO energy comes out at -0.3610 Eh. The calculation puts the energy above the lowest of the compared OMol25 structures with the same formula, charge and spin at 357.6 kJ/mol. As for the spin multiplicity: 1. The charge is 0.

Structure (XYZ):
```
12
Properties=species:S:1:pos:R:3:nbo_charge:R:1
C 0.79 1.08 -0.31 -0.434
N 0.23 -0.24 -0.37 -0.604
S 1.50 -1.46 -0.14 0.171
C -0.81 -0.37 0.63 0.145
N -2.02 -0.66 0.54 -0.074
O -2.32 -1.01 -0.76 -0.546
H -0.12 1.78 -0.34 0.211
H 1.35 1.33 -1.21 0.221
H 1.42 1.42 0.50 0.192
H 1.99 -0.98 1.08 0.093
H -0.50 0.01 1.64 0.163
H -1.52 -0.90 -1.24 0.460
```